Molecular formula: C19H42Cl28NOS2
Method: DFT, the ωB97M-V functional and the def2-TZVPD basis

```
! wB97M-V def2-TZVPD RIJCOSX def2/J DEFGRID3
* xyz 1 1
C -2.319 0.763 1.529
C -2.729 -0.160 0.377
S -1.940 -1.796 0.360
C -0.662 -1.714 1.649
S -0.122 -3.378 1.995
N 0.687 -3.211 3.439
C 1.252 -3.717 0.760
O 2.437 -3.791 1.451
C 3.368 -2.738 1.199
H -2.433 1.787 1.175
H -1.287 0.663 1.851
H -2.989 0.668 2.374
H -2.569 0.352 -0.567
H -3.796 -0.344 0.457
H 0.149 -1.044 1.374
H -1.116 -1.346 2.570
H 0.127 -2.671 4.091
H 0.940 -4.125 3.812
H 1.203 -2.912 0.022
H 0.993 -4.646 0.258
H 2.874 -1.795 0.966
H 4.021 -3.031 0.377
H 3.978 -2.579 2.085
C 6.431 -4.619 -2.716
Cl 7.209 -3.072 -2.347
Cl 4.902 -4.391 -3.573
H 7.096 -5.204 -3.338
H 6.231 -5.137 -1.786
C 4.163 -0.283 -3.120
Cl 3.502 0.605 -1.737
Cl 2.959 -1.369 -3.827
H 4.467 0.432 -3.873
H 5.013 -0.869 -2.786
C -2.343 1.589 5.590
Cl -1.811 -0.021 5.066
Cl -3.714 2.162 4.640
H -2.639 1.527 6.629
H -1.521 2.285 5.472
C -0.973 4.928 1.041
Cl -1.442 4.224 2.592
Cl -0.116 3.779 0.005
H -1.881 5.222 0.529
H -0.341 5.789 1.217
C -4.781 1.302 -2.584
Cl -6.133 2.020 -1.700
Cl -4.711 -0.452 -2.371
H -4.898 1.520 -3.638
H -3.859 1.733 -2.212
C -0.169 3.189 -3.826
Cl 1.056 2.169 -3.067
Cl -1.629 2.273 -4.236
H -0.441 3.976 -3.132
H 0.243 3.611 -4.735
C 6.867 -0.272 0.246
Cl 7.208 0.996 1.427
Cl 7.584 0.078 -1.330
H 7.276 -1.207 0.610
H 5.793 -0.347 0.121
C -0.211 -6.033 -2.466
Cl 0.910 -7.007 -1.497
Cl -1.210 -4.989 -1.440
H 0.367 -5.408 -3.136
H -0.860 -6.692 -3.026
C -0.298 -10.242 -4.849
Cl -1.186 -9.413 -6.131
Cl 0.336 -9.102 -3.649
H -0.969 -10.929 -4.349
H 0.533 -10.777 -5.290
C 1.609 5.790 4.389
Cl 0.909 5.237 5.914
Cl 0.577 6.978 3.583
H 2.569 6.248 4.591
H 1.725 4.935 3.733
C 5.320 4.275 -2.407
Cl 5.788 2.697 -3.054
Cl 3.826 4.880 -3.129
H 5.173 4.177 -1.338
H 6.114 4.980 -2.617
C 0.022 -6.499 6.168
Cl 0.171 -5.103 7.235
Cl 1.017 -6.313 4.710
H 0.355 -7.384 6.695
H -1.013 -6.601 5.868
C -8.073 5.186 -0.291
Cl -9.217 5.863 -1.454
Cl -6.854 6.371 0.197
H -8.617 4.866 0.589
H -7.569 4.345 -0.750
C -7.275 9.539 -1.905
Cl -6.960 10.833 -0.743
Cl -6.367 9.762 -3.406
H -6.978 8.599 -1.460
H -8.333 9.532 -2.138
*
```

Properties
highest occupied orbital energy: -0.43056 Eh
Kohn-Sham gap: 9.34 eV
calculated total energy: -14560.5509 Eh

Here are the Löwdin charges for atoms 1 to 4, given in e: -0.17 -0.52 0.83 -0.70


Molecular formula: C19H42Cl4N6O6
Method: DFT, the ωB97M-V functional and the def2-TZVPD basis

```
! wB97M-V def2-TZVPD RIJCOSX def2/J DEFGRID3
* xyz 0 1
C 10.979 10.685 13.807
Cl 12.662 11.316 13.777
Cl 9.979 11.883 12.952
Cl 11.006 9.247 12.785
Cl 10.542 10.338 15.451
C 6.879 16.937 11.448
O 5.915 16.773 12.162
N 7.903 16.091 11.390
C 9.008 16.275 10.486
C 8.050 14.950 12.281
H 7.003 17.819 10.789
H 9.950 16.366 11.037
H 8.937 17.154 9.876
H 9.153 15.399 9.767
H 7.293 15.001 13.077
H 8.018 14.068 11.706
H 9.038 15.011 12.821
C 13.587 6.215 8.062
O 12.728 6.514 8.834
N 13.888 6.712 6.875
C 15.077 6.350 6.147
C 12.846 7.431 6.183
H 14.298 5.464 8.335
H 15.763 5.945 6.877
H 15.501 7.245 5.726
H 14.903 5.637 5.312
H 13.227 7.886 5.315
H 12.039 6.758 5.838
H 12.424 8.277 6.853
C 11.114 10.243 20.560
O 10.871 9.906 21.734
N 12.348 10.686 20.170
C 12.552 11.037 18.800
C 13.478 10.607 21.092
H 10.370 10.364 19.767
H 12.639 12.045 18.535
H 11.717 10.626 18.215
H 13.488 10.553 18.477
H 13.998 11.638 20.916
H 13.059 10.607 22.101
H 14.197 9.803 20.792
C 8.643 8.822 17.929
O 9.843 9.107 17.769
N 7.886 8.044 17.159
C 6.583 7.606 17.569
C 8.429 7.344 15.971
H 8.137 9.283 18.795
H 6.276 8.236 18.455
H 6.634 6.520 17.807
H 5.765 7.710 16.812
H 9.503 7.470 15.790
H 8.059 6.343 15.898
H 7.826 7.826 15.168
C 11.017 12.494 9.718
O 10.868 13.659 10.009
N 12.190 11.852 9.661
C 13.347 12.726 9.932
C 12.285 10.408 9.374
H 10.134 11.835 9.514
H 12.842 13.628 10.328
H 13.937 12.985 9.047
H 13.993 12.293 10.725
H 12.504 10.189 8.331
H 12.954 9.906 10.087
H 11.360 9.915 9.625
C 11.381 14.171 15.311
O 10.556 14.809 14.765
N 12.641 14.632 15.599
C 13.021 15.970 15.189
C 13.617 13.761 16.258
H 11.389 13.112 15.616
H 12.115 16.401 14.727
H 13.723 15.946 14.367
H 13.472 16.701 15.881
H 13.873 14.260 17.173
H 13.085 12.865 16.478
H 14.457 13.512 15.630
*
```

Properties
highest occupied orbital energy: -0.31395 Eh
ΔE to the lowest compared entry with this formula, charge and spin: 63.3 kJ/mol
Kohn-Sham gap: 8.86 eV
calculated total energy: -3369.8232 Eh
SMILES string: ClC(Cl)(Cl)Cl.CN(C)C=O.CN(C)C=O.CN(C)C=O.CN(C)C=O.CN(C)C=O.CN(C)C=O

Here are the Löwdin charges for atoms 1 to 4, given in e: -1.99 0.52 0.58 0.53


Molecular formula: C19H42FIN9O3P2
Method: DFT, the ωB97M-V functional and the def2-TZVPD basis

```
! wB97M-V def2-TZVPD RIJCOSX def2/J DEFGRID3
* xyz 1 1
N 3.690 -0.733 -2.458
C 5.093 -1.091 -2.245
C 5.806 0.131 -1.587
C 5.061 1.209 -1.133
C 5.787 2.289 -0.534
N 5.036 3.432 -0.088
C 4.669 4.019 -1.122
O 4.369 4.522 -2.120
C 7.205 2.232 -0.385
F 7.858 3.220 0.199
C 7.850 1.110 -0.877
I 9.965 0.943 -0.715
N 7.151 0.120 -1.465
H 3.558 -0.581 -3.455
H 3.077 -1.498 -2.187
H 5.243 -1.940 -1.552
H 5.561 -1.273 -3.238
H 3.972 1.290 -1.196
H 7.651 -0.681 -1.841
O 2.307 -0.831 0.709
P 1.885 -0.826 2.174
N 0.194 -0.827 1.852
C -0.844 -0.058 2.511
C -0.329 -2.035 1.212
N 2.439 0.782 2.483
C 1.652 1.858 3.057
C 3.393 1.340 1.546
N 1.629 -1.008 3.907
C 2.909 -0.956 4.668
C 1.010 -2.294 4.303
H -0.956 -0.283 3.579
H -1.820 -0.231 2.052
H -0.687 1.013 2.398
H -0.393 -2.881 1.910
H 0.312 -2.344 0.383
H -1.321 -1.873 0.788
H 1.029 2.351 2.300
H 2.306 2.622 3.490
H 1.023 1.522 3.879
H 2.897 1.687 0.629
H 4.150 0.604 1.280
H 3.930 2.186 1.983
H 3.591 -1.756 4.362
H 2.717 -1.049 5.738
H 3.427 -0.010 4.536
H 1.541 -3.149 3.878
H -0.035 -2.352 4.002
H 1.002 -2.398 5.389
O -4.022 -0.713 0.174
P -4.965 -0.206 -0.904
N -5.101 -1.728 -1.712
C -5.091 -1.986 -3.138
C -5.766 -2.787 -0.954
N -3.787 0.786 -1.683
C -3.441 0.742 -3.089
C -2.606 1.143 -0.911
N -6.186 0.529 -1.938
C -6.354 1.981 -1.655
C -7.545 -0.042 -1.783
H -5.923 -1.520 -3.682
H -5.144 -3.057 -3.345
H -4.157 -1.671 -3.600
H -6.852 -2.640 -0.900
H -5.389 -2.824 0.070
H -5.580 -3.772 -1.384
H -2.726 -0.061 -3.306
H -2.976 1.685 -3.398
H -4.314 0.631 -3.731
H -1.884 0.316 -0.876
H -2.872 1.419 0.107
H -2.104 2.015 -1.342
H -6.665 2.156 -0.621
H -7.099 2.414 -2.324
H -5.437 2.540 -1.825
H -7.858 -0.066 -0.736
H -7.611 -1.051 -2.186
H -8.274 0.542 -2.347
*
```

Properties
highest occupied orbital energy: -0.35071 Eh
Kohn-Sham gap: 5.39 eV
calculated total energy: -2547.5802 Eh

Here are the Löwdin charges for atoms 1 to 4, given in e: 0.02 -0.17 -0.15 0.06


Molecular formula: C19H42NO2P3SSc
Method: DFT, the ωB97M-V functional and the def2-TZVPD basis

```
! wB97M-V def2-TZVPD RIJCOSX def2/J DEFGRID3
* xyz 3 1
Sc 0.360 -0.470 -0.478
P 1.915 1.313 0.895
P -1.290 0.366 1.664
P -1.021 1.730 -1.311
H 0.630 -4.784 -7.081
C 0.779 -3.833 -7.618
C 1.998 -3.281 -7.601
H 2.789 -3.732 -6.971
C 3.198 0.210 1.626
C 1.626 2.464 2.302
C 2.936 2.361 -0.219
C -2.857 -0.580 1.513
C -0.797 -0.175 3.339
C -1.948 2.025 2.169
C -0.770 2.032 -3.101
C -0.834 3.491 -0.799
C -2.854 1.606 -1.387
H -0.079 -3.414 -8.156
H 2.240 -2.387 -8.170
H 3.702 -0.343 0.817
H 2.730 -0.515 2.311
H 3.953 0.805 2.162
H 1.188 1.929 3.157
H 0.953 3.268 1.973
H 2.587 2.909 2.611
H 3.351 1.731 -1.017
H 3.748 2.841 0.349
H 2.306 3.146 -0.667
H -3.541 -0.296 2.326
H -2.631 -1.653 1.590
H -3.337 -0.396 0.544
H -1.594 0.107 4.043
H 0.136 0.302 3.657
H -0.629 -1.256 3.380
H -2.535 1.888 3.092
H -2.599 2.480 1.412
H -1.123 2.716 2.385
H -1.503 2.775 -3.449
H -0.891 1.102 -3.661
H 0.248 2.379 -3.312
H -1.450 4.133 -1.443
H 0.215 3.795 -0.903
H -1.123 3.665 0.242
H -3.227 2.268 -2.180
H -3.336 1.858 -0.438
H -3.109 0.572 -1.631
C 0.658 -1.647 -3.581
C -0.724 -1.744 -3.871
C -1.218 -2.874 -4.519
C -0.323 -3.861 -4.949
C 1.051 -3.803 -4.645
C 1.540 -2.671 -4.019
S 1.514 -0.396 -2.746
H -1.278 -0.577 -1.332
H -1.416 -0.962 -3.552
H -2.288 -3.002 -4.727
H -0.694 -4.643 -5.611
H 1.749 -4.580 -4.982
H 2.601 -2.485 -3.903
N 1.139 -5.007 2.696
C 1.201 -4.416 1.329
C 1.077 -2.913 1.582
O 1.196 -2.538 2.769
O 0.835 -2.185 0.533
H 1.142 -4.155 3.323
H 1.948 -5.627 2.827
H 0.272 -5.584 2.797
H 2.167 -4.641 0.851
H 0.382 -4.751 0.703
*
```

Properties
highest occupied orbital energy (alpha / beta): -0.58771 / -0.59544 Eh
ΔE to the lowest compared entry with this formula, charge and spin: 199.6 kJ/mol
Kohn-Sham gap (alpha / beta): 4.64 / 4.05 eV
calculated total energy: -3136.3930 Eh

Here are the natural (NBO) charges for atoms 1 to 4, given in e: 1.55 0.73 0.78 1.00